[1]
Formula: C10H6N2O3Zn
Source: OMol25
Level of theory: ωB97M-V/def2-TZVPD

Its relative energy (zero: lowest compared OMol25 entry of this formula, charge and spin) is 49.2 kJ/mol. The calculation puts the HOMO energy at -0.576 Ha. Its LUMO energy is -9.854 eV. Its total charge is +2.

CARTESIAN COORDINATES (ANGSTROEM)
O1 -1.1936 -5.9274 0.8373
C1 -0.8683 -5.1062 0.1166
Zn1 0.4850 -1.0051 -2.4086
C2 -1.1492 -1.2861 -3.6465
C3 2.3008 -1.8361 -2.7417
O2 -2.1558 -1.5916 -4.1189
O3 3.2749 -2.4621 -2.7044
N1 0.5329 2.5284 -0.4436
C4 0.6431 1.6235 -1.4305
N2 0.3241 0.3926 -0.9888
C5 -0.0130 0.5185 0.3740
C6 -0.4179 -0.3902 1.3444
C7 -0.6730 0.1063 2.6258
C8 -0.5265 1.4718 2.9233
C9 -0.1202 2.3917 1.9553
C10 0.1208 1.8691 0.7117
H1 0.7197 3.5337 -0.5213
H2 0.9513 1.8980 -2.4301
H3 -0.5211 -1.4389 1.0795
H4 -0.9911 -0.5720 3.4101
H5 -0.7307 1.8224 3.9187
H6 0.0077 3.4596 2.1377

[2]
Formula: C10H70F3NO35
Source: OMol25
Level of theory: ωB97M-V/def2-TZVPD

The calculation puts the HOMO energy at -0.363 Ha. Its LUMO energy is 0.057 eV.

CARTESIAN COORDINATES (ANGSTROEM)
C1 2.3743 -0.7412 0.9824
C2 1.8156 -0.6349 -0.3947
O1 2.3895 -0.9803 -1.3957
N1 0.4672 -0.0851 -0.4190
C3 0.3851 1.2241 -1.0263
C4 0.4505 2.3334 -0.0296
O2 0.2392 1.3901 -2.2163
C5 -0.4937 -1.0312 -0.9578
O3 -0.3247 -2.1498 -0.0468
C6 -0.8649 -1.6532 1.1190
O4 -0.5914 -2.0928 2.2013
O5 -1.7158 -0.6327 0.8551
C7 -1.9296 -0.7458 -0.5812
C8 -2.7034 0.3339 -1.3160
C9 -3.0228 1.5964 -0.5186
O6 -3.4684 2.5789 -1.4550
C10 -4.1888 1.4210 0.4530
F1 -3.7971 0.9141 1.6279
F2 -5.1891 0.6982 -0.0533
F3 -4.7155 2.6518 0.7485
H1 1.7733 -0.1467 1.6647
H2 2.3723 -1.7569 1.3533
H3 3.3775 -0.3295 0.9820
H4 1.4098 2.2633 0.4790
H5 0.2904 3.2965 -0.4711
H6 -0.2944 2.1355 0.7337
H7 -0.3030 -1.3442 -1.9778
H8 -2.3979 -1.7201 -0.6693
H9 -3.6430 -0.0974 -1.6420
H10 -2.1785 0.6052 -2.2228
H11 -2.1657 2.0067 0.0042
H12 -2.6958 3.0131 -1.8221
O7 -5.7740 4.0044 -1.7862
H13 -5.4447 3.5847 -0.9841
H14 -6.5615 4.4828 -1.5045
O8 0.9434 5.1487 0.5628
H15 1.4512 5.1018 1.3832
H16 1.0294 6.0653 0.2813
O9 3.1339 -3.6785 0.3036
H17 4.0493 -3.9056 0.0981
H18 2.8399 -3.1582 -0.4524
O10 -3.4719 -3.8778 -1.2934
H19 -4.4140 -3.7702 -1.4607
H20 -3.4200 -4.6738 -0.7525
O11 5.6553 -4.4242 1.4028
H21 5.7755 -4.2548 2.3407
H22 6.5235 -4.7110 1.1122
O12 3.6859 -0.3132 3.5834
H23 4.1785 0.0465 4.3315
H24 4.1146 -1.1594 3.4171
O13 3.8684 2.0991 1.9583
H25 2.9461 2.0108 1.6962
H26 3.9586 1.4616 2.6836
O14 -7.1065 1.4267 -3.2189
H27 -7.9931 1.7244 -3.4541
H28 -6.6473 2.2431 -2.9864
O15 0.5101 -1.7087 5.1026
H29 1.2851 -2.2515 5.2740
H30 0.2913 -1.9515 4.1969
O16 3.8986 2.2038 -1.2334
H31 4.0288 2.5123 -0.3284
H32 4.7746 1.9250 -1.5147
O17 3.3771 0.1421 -4.1533
H33 3.7445 -0.2016 -3.3278
H34 2.5629 0.5748 -3.8663
O18 -1.6637 3.6839 1.9081
H35 -2.6187 3.7285 2.0258
H36 -1.3933 4.5912 1.7277
O19 -1.0196 -5.6747 -2.3106
H37 -0.6231 -6.0543 -1.5166
H38 -1.8162 -5.2328 -2.0009
O20 1.3031 -4.2118 4.0406
H39 1.5990 -3.9993 3.1467
H40 0.3727 -4.4339 3.9349
O21 8.2160 -3.8630 2.7832
H41 8.8396 -3.9089 2.0454
H42 8.6610 -3.2921 3.4166
O22 0.7399 -0.4054 -5.6624
H43 1.6329 -0.2699 -5.3228
H44 0.7561 -0.0176 -6.5414
O23 10.3389 -6.0417 2.8123
H45 10.5943 -6.3114 3.6982
H46 9.4847 -5.6029 2.9311
O24 -8.9625 3.6104 -3.6217
H47 -9.7781 3.9977 -3.9558
H48 -8.2759 4.0964 -4.0802
O25 -3.6059 5.7050 -3.3606
H49 -4.5381 5.8425 -3.5468
H50 -3.6130 4.9032 -2.8304
O26 2.7775 4.6336 3.5064
H51 3.2834 5.1081 4.1711
H52 3.2318 3.7851 3.4143
O27 -11.4461 3.8375 -1.7166
H53 -11.2205 3.8609 -0.7784
H54 -10.6481 3.5188 -2.1489
O28 5.0534 -2.0104 -2.2397
H55 5.3742 -1.8378 -3.1294
H56 4.1308 -2.2903 -2.3617
O29 10.7699 -3.6096 1.3505
H57 10.8120 -4.5366 1.0873
H58 11.6743 -3.2989 1.2605
O30 -9.1209 3.9601 -6.3514
H59 -9.2093 3.0840 -6.7392
H60 -8.2099 4.2056 -6.5421
O31 2.8375 -3.3643 -3.3418
H61 2.0658 -3.1629 -3.8820
H62 3.3437 -3.9963 -3.8609
O32 4.7616 -0.3893 6.2917
H63 5.0109 -0.6191 7.1916
H64 3.8934 0.0179 6.3925
O33 -0.0439 -7.0604 0.2599
H65 0.6268 -6.8046 0.9011
H66 0.2719 -7.8958 -0.0983
O34 1.0263 1.1779 4.1519
H67 0.1231 1.1646 3.8203
H68 1.0375 0.4667 4.8042
O35 -11.5742 5.1649 0.8995
H69 -11.3161 5.3774 1.8008
H70 -12.4015 5.6369 0.7661

[3]
Formula: C10H7BCl36N2O7P2
Source: OMol25
Level of theory: ωB97M-V/def2-TZVPD

The calculation puts the HOMO energy at -0.352 Ha. Its LUMO energy is -0.080 eV.

CARTESIAN COORDINATES (ANGSTROEM)
N1 -5.2486 -5.4330 1.9915
P1 -4.7996 -3.9912 2.3758
N2 -4.3537 -3.0386 0.9980
C1 -5.2100 -1.8777 0.8447
O1 -5.0575 -0.8394 1.4119
O2 -6.2184 -2.1309 -0.0008
B1 -7.4618 -2.5060 0.6156
O3 -8.2293 -1.5402 1.1855
O4 -7.8912 -3.7916 0.6304
P2 -2.6786 -2.7708 0.8238
O5 -1.8754 -3.1560 1.9849
O6 -2.2951 -3.6450 -0.4440
O7 -2.4925 -1.2724 0.3777
H1 -5.1389 -5.6070 0.9995
H2 -3.7407 -3.9773 3.2851
H3 -5.8437 -3.2545 2.9724
H4 -7.7103 -0.7435 1.3541
H5 -7.1599 -4.4246 0.6814
H6 -2.9945 -3.6151 -1.1118
H7 -1.8473 -0.8590 0.9729
Cl1 2.2460 0.5491 -0.2355
C2 1.6006 -0.2693 1.1880
Cl2 0.4549 0.8024 2.0071
Cl3 0.7496 -1.7357 0.7069
Cl4 2.9268 -0.6865 2.2782
Cl5 3.5744 3.0845 -2.5388
C3 2.7950 4.6594 -2.3456
Cl6 1.2412 4.6522 -3.1802
Cl7 2.5345 4.9813 -0.6274
Cl8 3.8334 5.9124 -3.0250
Cl9 0.6392 3.0161 6.1081
C4 0.5640 1.2679 6.3479
Cl10 -1.0939 0.7054 6.1020
Cl11 1.6129 0.4667 5.1791
Cl12 1.0824 0.8755 7.9891
Cl13 7.0384 -3.8989 -0.6107
C5 6.6122 -2.8808 0.7705
Cl14 5.1660 -1.9423 0.3944
Cl15 6.2895 -3.9009 2.1764
Cl16 7.9521 -1.7927 1.1344
Cl17 -2.2182 6.2410 -5.5960
C6 -2.3345 4.4805 -5.5471
Cl18 -4.0130 3.9929 -5.7925
Cl19 -1.3296 3.7899 -6.8200
Cl20 -1.7754 3.9007 -3.9737
Cl21 -4.0550 -0.4008 6.1897
C7 -4.0703 -1.9058 7.1220
Cl22 -5.1988 -1.7430 8.4662
Cl23 -4.5929 -3.2364 6.0792
Cl24 -2.4583 -2.2476 7.7404
Cl25 9.1516 -0.9167 -2.3071
C8 10.2141 0.4906 -2.2072
Cl26 9.2931 1.8733 -1.6138
Cl27 11.5417 0.1471 -1.0956
Cl28 10.8634 0.8530 -3.8088
Cl29 -0.9848 4.5150 -12.3833
C9 -1.6573 3.5746 -11.0504
Cl30 -2.7717 4.5801 -10.1242
Cl31 -2.5203 2.1755 -11.6916
Cl32 -0.3415 3.0209 -10.0056
Cl33 6.3392 1.4090 -0.1462
C10 5.9404 2.2805 1.3284
Cl34 4.5011 3.2625 1.0430
Cl35 5.6084 1.1488 2.6494
Cl36 7.2961 3.3223 1.7772

[4]
Formula: C10H7Cl2N2O6PdS
Source: OMol25
Level of theory: ωB97M-V/def2-TZVPD

Its relative energy (zero: lowest compared OMol25 entry of this formula, charge and spin) is 118.7 kJ/mol. The calculation puts the HOMO energy (spin up / spin down) at -0.187 / -0.187 Ha. Its LUMO energy (spin up / spin down) is 2.321 / 2.321 eV. Its total charge is -1.

CARTESIAN COORDINATES (ANGSTROEM)
Pd1 -1.5531 -0.2507 0.1190
Cl1 -1.3422 4.7612 0.2954
C1 -0.0197 3.6394 0.1869
C2 1.2872 4.1357 0.0878
C3 2.3565 3.2888 0.0163
Cl2 3.9755 3.9443 -0.0794
C4 2.1588 1.8884 0.0210
C5 3.1783 0.9133 -0.0460
C6 2.8465 -0.4082 -0.0503
C7 1.4906 -0.7935 -0.0064
N1 0.5276 0.0940 0.0613
C8 0.8368 1.4214 0.0956
C9 -0.2883 2.2744 0.2184
O1 -1.4542 1.7583 0.3534
H1 1.4406 5.2060 0.0726
H2 4.2114 1.2307 -0.0926
H3 3.6065 -1.1756 -0.0940
H4 1.2063 -1.8341 -0.0461
O2 -3.6442 -0.6704 1.0756
N2 -4.3611 -0.4090 0.0902
O3 -3.7307 0.0007 -0.8802
C10 -2.2245 -4.2757 -0.0755
S1 -0.9772 -3.0395 -0.2775
O4 0.2395 -3.7215 -0.6846
O5 -0.8705 -2.3635 1.0234
O6 -1.5078 -2.0856 -1.2746
H5 -1.7665 -5.1442 0.3925
H6 -2.6167 -4.5274 -1.0586
H7 -3.0054 -3.8578 0.5564

[5]
Formula: C10H7CrNO4
Source: OMol25
Level of theory: ωB97M-V/def2-TZVPD

The spin multiplicity is 4. The calculation puts the HOMO energy (spin up / spin down) at -0.806 / -0.788 Ha. Its LUMO energy (spin up / spin down) is -16.292 / -16.565 eV. Its total charge is +3.

CARTESIAN COORDINATES (ANGSTROEM)
Cr1 -0.0483 -0.0907 -0.1241
O1 -1.0977 -2.6730 1.4024
C1 -0.6681 -1.7544 0.8454
C2 -0.1846 0.2750 -1.9541
O2 -0.3259 0.4869 -3.0939
C3 0.7366 1.2239 0.9395
O3 1.3056 2.0070 1.5972
C4 1.6339 -0.9113 -0.3665
O4 2.6833 -1.3942 -0.5207
C5 -6.0869 1.6895 0.3687
C6 -4.6405 1.3004 0.2963
C7 -4.2282 0.2921 -0.5821
C8 -2.8818 -0.0580 -0.6544
N1 -1.9486 0.5679 0.1116
C9 -2.3366 1.5339 0.9803
C10 -3.6676 1.9150 1.0879
H1 -6.4528 2.0539 -0.5999
H2 -6.7174 0.8364 0.6504
H3 -6.2313 2.4807 1.1078
H4 -4.9435 -0.2294 -1.2190
H5 -2.5269 -0.8487 -1.3288
H6 -1.5627 1.9997 1.5914
H7 -3.9418 2.6916 1.7897

[6]
Formula: C10H7N2O5Y
Source: OMol25
Level of theory: ωB97M-V/def2-TZVPD

The calculation puts the HOMO energy (spin up / spin down) at -0.553 / -0.553 Ha. Its LUMO energy (spin up / spin down) is -11.007 / -11.017 eV. Its total charge is +2.

CARTESIAN COORDINATES (ANGSTROEM)
O1 0.0898 -5.5007 -1.4609
C1 -0.3407 -4.4535 -1.5201
Y1 -0.6044 0.5730 -1.8757
O2 1.9790 -2.0008 -0.8033
C2 1.1334 -1.2893 -1.0692
C3 1.7489 1.4943 -1.5936
O3 2.8265 1.8695 -1.6231
C4 0.9484 0.6533 -4.2349
O4 0.8766 1.3607 -5.1652
C5 1.0887 -0.5943 -3.4407
O5 1.7493 -1.4743 -4.0501
H1 -1.8818 1.6553 -1.3159
N1 -0.5776 -1.5930 1.4544
C6 -0.6903 -0.2699 1.7616
C7 -0.9367 0.0925 3.0957
C8 -1.0495 1.4357 3.4386
C9 -0.8976 2.3702 2.4089
C10 -0.6557 1.9466 1.1027
N2 -0.6013 0.6200 0.7395
H2 0.0301 -1.8433 0.6902
H3 -0.4821 -2.2011 2.2435
H4 -1.0176 -0.7071 3.8433
H5 -1.2437 1.7519 4.4647
H6 -0.9642 3.4407 2.6147
H7 -0.5276 2.6635 0.2948